(1)
Here is an isolated molecule of C11H12NP from OMol25. Energies are from ωB97M-V with the def2-TZVPD basis set.

CARTESIAN COORDINATES (ANGSTROEM)
P  -1.5423  -1.6100  -0.9474
N  -3.1453  -0.8885  -0.4687
C  -2.9212  0.3310  0.4068
C  1.6903  -1.5163  0.6038
C  2.5295  0.6554  -0.8448
C  1.1991  0.5845  -0.3997
C  0.2908  1.7277  -0.7063
C  -0.6804  -0.6055  0.5974
C  -1.4584  0.6395  0.6925
C  3.4486  -0.2891  -0.4644
C  3.0332  -1.3638  0.3114
C  -0.9359  1.7151  -0.1848
C  0.7696  -0.5598  0.3085
H  0.6837  2.5758  -1.2620
H  -3.4806  0.2264  1.3195
H  -3.4463  -1.5879  0.1974
H  -1.4404  0.9903  1.7245
H  4.6076  -0.2174  -0.5345
H  -0.7673  -1.2860  1.3767
H  3.6610  -2.0465  0.8790
H  -1.0778  -0.4909  -1.8087
H  -1.6729  2.5093  -0.4649
H  -3.4453  1.2059  -0.0841
H  1.2804  -2.3267  1.1348
H  2.8203  1.6272  -1.3819

Output
SMILES string = C1=C[C@H]2CNP[C@H]2c2ccccc21
Energy above the lowest of the compared OMol25 structures with the same formula, charge and spin = 0.00 kcal/mol
HOMO energy = -0.2983 Eh


(2)
Here is a structure of composition C11H12O9ReS4 from OMol25. Energies are from ωB97M-V with the def2-TZVPD basis set.

CARTESIAN COORDINATES (ANGSTROEM)
Re  -0.7033  0.2107  -1.2025
S  -1.4558  -3.8414  -3.8663
S  -0.3944  -4.6869  -1.2255
S  -1.2627  -0.9199  -3.0902
S  -0.1471  -1.7966  -0.3336
O  2.7669  2.2173  -1.5639
O  -1.0737  -6.3522  -3.1545
O  -3.8337  2.5768  -0.3444
O  -2.6007  -0.3206  1.1037
O  1.7400  -0.0546  0.9914
O  1.0685  0.8110  -1.5531
O  -0.8641  2.4026  2.5788
O  -0.5891  1.5921  0.5383
O  -2.4145  1.1384  -1.2758
C  -1.0740  1.4891  1.6521
C  -3.7255  0.3688  0.5780
C  -0.5693  -2.9770  -1.5249
C  -1.0510  -2.5929  -2.7192
C  2.1491  1.3690  -0.9827
C  2.8416  2.0307  1.3056
C  -0.9895  -5.2071  -2.8235
C  2.6578  0.8430  0.3714
C  3.9828  0.1332  0.1054
C  -3.3216  1.4909  -0.3688
C  -1.9376  0.3456  2.1380
H  4.6736  0.7981  -0.4088
H  -0.2766  3.0854  2.2144
H  -1.2597  -0.3700  2.6107
H  3.8257  -0.7453  -0.5254
H  4.4243  -0.1788  1.0527
H  -4.3485  0.7839  1.3725
H  -4.2902  -0.3765  0.0180
H  -2.6246  0.7295  2.8974
H  3.4765  2.7829  0.8436
H  3.2905  1.6902  2.2383
H  2.0340  -0.9556  0.8257
H  1.8760  2.4865  1.5270

Output
Multiplicity = 2
Energy above the lowest of the compared OMol25 structures with the same formula, charge and spin = 15.29 kcal/mol
HOMO energy (spin up / spin down) = -0.2939 / -0.2970 Eh


(3)
Here is an isolated molecule of C11H12Si from OMol25. Energies are from ωB97M-V with the def2-TZVPD basis set.

CARTESIAN COORDINATES (ANGSTROEM)
Si  1.9637  0.0598  -0.1191
C  -3.3470  -1.3226  0.2962
C  -0.6631  1.2206  0.0544
C  2.9280  -1.6090  -0.3447
C  -0.8363  -1.1819  0.2718
C  -2.0342  0.8263  0.1288
C  3.1942  1.4652  -0.3413
C  0.2412  0.0878  0.1983
C  -4.4593  0.7475  -0.1704
C  -4.4956  -0.5960  0.0648
C  -2.0909  -0.6199  0.2091
C  -3.3225  1.5343  -0.1546
H  -3.1609  -2.3014  0.5206
H  2.4084  -2.1572  -1.1170
H  4.2183  1.3403  -0.0237
H  -0.5416  -2.2572  0.2326
H  3.9245  -1.4210  -0.7896
H  -3.4742  2.6325  -0.1486
H  2.9681  -2.2096  0.5594
H  -5.4444  -1.0732  -0.0231
H  2.9222  2.3239  0.2861
H  3.2045  1.7755  -1.3396
H  -0.1602  2.2012  -0.0503
H  -5.3636  1.1449  -0.4882

Output
SMILES string = C[Si](C)=C1C=c2ccccc2=C1
Energy above the lowest of the compared OMol25 structures with the same formula, charge and spin = 18.02 kcal/mol
HOMO energy (spin up / spin down) = -0.2418 / -0.2418 Eh


(4)
Here is a structure of composition C11H13AlN8O3S2 from OMol25. Energies are from ωB97M-V with the def2-TZVPD basis set.

CARTESIAN COORDINATES (ANGSTROEM)
S  7.3176  10.1189  9.6180
S  9.7171  12.8917  7.1134
Al  9.4564  11.0665  5.7010
O  8.0558  12.4061  4.5686
O  9.0232  10.5719  3.9981
O  10.2420  9.5359  6.2798
N  7.2630  9.3035  6.9940
N  8.0251  11.4113  3.7614
N  11.4906  13.0451  5.0630
N  11.2347  11.7214  5.1275
N  7.6640  10.5670  6.5034
N  10.9717  15.0384  6.0969
N  6.4150  7.2506  7.2154
N  6.6379  7.8018  8.4015
C  10.7729  13.7006  6.0344
C  13.0051  8.7444  3.9236
C  12.0455  10.9463  4.4125
C  6.8591  8.1072  6.3231
C  11.4621  7.5466  6.0102
C  13.1979  7.3969  4.2614
C  11.2139  8.8400  5.5797
C  12.4300  6.8144  5.3289
C  6.9495  7.7040  4.8911
C  7.1441  9.0652  8.3468
C  11.9863  9.4823  4.5580
H  12.9255  11.2998  3.7940
H  7.5961  11.1808  7.3432
H  12.6563  5.7711  5.5938
H  7.8791  8.0561  4.4586
H  13.9402  6.8499  3.7317
H  6.9459  10.8798  5.8146
H  6.0729  8.0785  4.3629
H  13.6430  9.1954  3.1687
H  6.4028  7.3588  9.2788
H  10.4506  15.6118  6.7939
H  11.4535  15.5173  5.3640
H  10.8903  7.2135  6.8894
H  6.8859  6.6296  4.7128

Output
Energy above the lowest of the compared OMol25 structures with the same formula, charge and spin = 0.66 kcal/mol
HOMO energy = -0.2791 Eh


(5)
Here is a structure of composition C11H13BBrNRe from OMol25. Energies are from ωB97M-V with the def2-TZVPD basis set.

CARTESIAN COORDINATES (ANGSTROEM)
Re  1.1519  0.2716  -0.8066
Br  -0.1249  2.3448  -1.1811
N  0.5446  0.4951  1.0784
C  -2.1559  -1.5683  -0.4295
C  0.4865  1.1449  2.0637
C  -3.5105  -0.2600  0.9226
C  2.5239  0.1728  -2.3993
C  -3.2166  0.4966  -0.2449
C  3.1792  0.1581  -1.1164
C  1.6742  -0.9904  -2.4607
C  -2.3645  -0.2994  -1.0725
C  2.7362  -1.0112  -0.4097
C  1.7887  -1.6876  -1.2504
C  -2.9439  -1.5680  0.7734
B  0.5235  2.0399  3.3005
H  3.0860  -1.3289  0.5559
H  -1.9004  0.0717  -1.9734
H  3.9563  0.8352  -0.7934
H  -2.9154  -2.4135  1.4764
H  1.0308  -1.2433  -3.2997
H  2.6504  0.9027  -3.1691
H  -4.1993  0.0627  1.6868
H  1.3438  1.5110  4.0381
H  1.2400  -2.5944  -0.9898
H  -1.4636  -2.3729  -0.6662
H  -3.4885  1.5389  -0.3982
H  0.9331  3.1218  2.9265
H  -0.5654  2.1701  3.8387

Output
Multiplicity = 4
HOMO energy (spin up / spin down) = -0.3030 / -0.2993 Eh


(6)
Here is an isolated molecule of C11H13Br from OMol25. Energies are from ωB97M-V with the def2-TZVPD basis set.

CARTESIAN COORDINATES (ANGSTROEM)
Br  3.5213  0.6651  -0.2056
C  2.0067  1.7128  0.0085
C  1.0806  1.6010  1.2027
C  0.3267  0.9774  0.0376
C  -0.7525  1.8658  -0.6448
C  0.2566  -0.4953  -0.0006
C  -0.0989  -2.5205  1.1889
C  -0.0832  -1.1208  1.2206
C  0.1856  -2.5735  -1.1843
C  -0.0198  -3.2348  0.0473
C  0.4221  -1.2558  -1.1904
C  -2.1275  1.3749  -0.4289
H  -2.8776  2.1103  -0.9046
H  -2.4955  0.3610  -0.7722
H  0.0322  -4.2806  0.1045
H  0.7395  -0.7309  -2.0195
H  0.2206  -3.0197  -2.1112
H  0.7489  2.5743  1.7255
H  -2.5026  1.4259  0.6175
H  -0.3355  -0.4123  2.0557
H  -0.6566  2.8734  -0.3924
H  1.7337  2.4196  -0.7320
H  1.3414  0.7687  1.9951
H  -0.4668  1.8638  -1.7473
H  -0.1994  -2.9499  2.1301

Output
SMILES string = CC[C@]1(c2ccccc2)C[C@H]1Br
Energy above the lowest of the compared OMol25 structures with the same formula, charge and spin = 42.97 kcal/mol
HOMO energy = -0.2982 Eh